Record 1
22
Properties=species:S:1:pos:R:3 method="wB97M-V/def2-TZVPD" max_force_ev_per_a=0.5 relative_energy_kcal_mol=13.8 homo_energy_ev=-9.15 smiles=CCCCNC.O
H -2.40238 -0.41112 -0.46841
H 1.10929 1.15739 -2.54160
H -0.19547 -1.20058 3.50645
H 2.44023 0.39767 -0.50310
H -3.27054 -0.02846 1.01104
C -2.29261 -0.30023 0.61288
H 0.61470 -1.10305 0.59923
O -0.24559 -0.23512 3.56548
H -0.35395 1.47456 -0.73694
C -0.13233 0.85056 0.14250
H -2.06786 -1.28605 1.02691
H 1.09395 -0.54530 -3.08330
C 1.79021 -0.29998 -1.03879
H -0.23507 -1.01897 -0.91850
H -1.77107 1.56394 1.16492
H -0.42223 0.06193 2.65187
H 2.32741 -1.24339 -1.04879
C 0.48047 -0.47413 -0.28413
H 2.61544 0.34107 -2.91159
N -1.30300 0.68262 1.01465
H 0.59892 1.41924 0.71745
C 1.62150 0.19741 -2.47826

***

Record 2
37
Properties=species:S:1:pos:R:3 method="wB97M-V/def2-TZVPD" max_force_ev_per_a=12.1 relative_energy_kcal_mol=172.1 homo_energy_ev=-8.13
H 2.24103 -2.95115 1.79704
C -1.80415 2.78005 2.06693
C -2.36427 1.43825 -1.78334
H -0.22608 0.93047 -0.22629
H 0.15539 -3.38131 1.03432
H -1.42554 1.03293 -2.18183
C 3.56725 -0.57859 -0.50996
H 0.12326 2.03156 2.06553
H 0.35029 -0.64311 -1.51134
C -2.96397 -1.19108 -1.01488
C -0.73502 2.21328 1.49013
C 0.02514 -2.65570 0.42554
H -4.02670 2.83405 -0.38094
C -2.21282 1.96091 -0.30751
S -3.88161 -2.50477 -0.44703
H -3.75029 3.92817 1.75190
C -1.12769 -2.22368 0.01879
C 3.42754 -1.65137 0.82041
S -3.82118 0.16178 -1.63680
H 2.43903 0.45146 -2.08484
H -1.71679 3.34668 2.93422
O -2.32635 -4.19364 1.18972
H -2.74924 1.99902 -2.54973
C -2.25911 -3.20733 0.44032
C 2.40784 -0.32858 -1.26750
C -3.22737 2.65257 0.20748
C -0.98594 1.83381 -0.01115
H 4.42932 -1.88137 1.30382
C -2.94339 3.37635 1.33118
C 4.85899 -0.05297 -0.81222
N -1.68984 -1.18946 -0.58382
O 4.97198 1.03167 -1.54434
C 2.27905 -2.26965 0.95974
O 5.85150 -0.21608 -0.02521
C 1.21405 -2.10278 -0.01077
H 6.57896 0.27363 -0.02469
C 1.31672 -1.05399 -0.92287

***

Record 3
16
Properties=species:S:1:pos:R:3 method="wB97M-V/def2-TZVPD" max_force_ev_per_a=7.6 relative_energy_kcal_mol=63.0 homo_energy_ev=-10.13 smiles="C=O.O.O.O.O"
O -0.73390 0.34129 -2.71938
H 0.86871 -1.70320 -1.39104
H -0.90249 0.98151 -3.46958
H -4.59853 1.60575 -2.93997
H 3.30948 0.75937 1.17253
H 0.10395 -0.08865 -3.05209
H -5.96900 2.06638 -3.39454
O 0.42771 -2.51833 6.00950
O -5.18049 2.36288 -2.78644
O 2.62408 2.41375 0.22065
H 0.38705 -2.82557 5.07626
C 3.06571 1.86717 1.30289
H 0.47721 -3.29186 6.66958
H 2.36189 2.13124 2.12941
O 1.63144 -2.15153 -1.03653
H 2.12718 -1.95020 -1.79126

***

Record 4
16
Properties=species:S:1:pos:R:3 method="wB97M-V/def2-TZVPD" max_force_ev_per_a=2.6 relative_energy_kcal_mol=44.3 total_charge=+1 homo_energy_ev=-14.49
H 0.42719 -0.55112 -0.40419
H -0.32720 0.34627 3.46676
H -1.11656 -1.62633 -2.91087
H -0.79599 0.19243 -3.30072
H 1.19097 -2.08303 -2.60758
H 0.34662 0.97714 0.24485
C 0.88447 -1.01195 -2.63074
H -0.88241 0.34702 -0.72653
H -0.82127 -1.32753 1.52298
H -1.84705 0.10839 1.35610
C -0.78515 -0.24319 1.32858
H 1.61950 -0.20838 -2.79653
O 0.73764 1.45071 2.10186
C -0.06478 0.56858 2.40667
N -0.18360 0.13824 0.02250
C -0.43618 -0.77147 -2.90730

***

Record 5
28
Properties=species:S:1:pos:R:3 method="wB97M-V/def2-TZVPD" max_force_ev_per_a=2.3 multiplicity=2 relative_energy_kcal_mol=5.0 homo_energy_ev="-2.71 / -11.31"
H 2.11306 -2.31045 1.63589
H 2.41537 1.62131 -0.93587
H 0.44961 0.32892 1.23475
O -1.97344 -1.72425 0.99490
H -2.92191 -1.82826 0.91852
H -0.05067 0.54890 -0.25418
H -4.43263 -0.17791 -0.56751
O -1.05914 2.45246 -2.94630
H -1.25302 3.30625 -3.33318
H -2.94798 0.06205 -0.74105
H 0.04665 -0.01943 -2.69424
H -0.01751 1.15962 3.67768
O -0.44069 -0.39807 -1.96255
H -1.70219 -2.42477 1.58815
O 3.76794 -0.31134 0.24412
O -3.69291 0.29587 -0.18729
H 1.22638 -2.75678 0.49287
H 3.03240 -0.84134 0.55123
H -0.88918 -1.15522 -2.33914
O 0.82753 0.95787 3.27589
H -0.84294 -0.49480 0.60734
O 1.45857 1.59811 -0.95117
H -1.36606 2.52330 -2.04241
H 1.24335 1.08730 -1.73155
H 1.46868 1.13269 3.96479
O 1.46878 -1.98632 1.00654
H 4.37342 -0.94305 -0.14392
O -0.30146 0.29734 0.63768

***

Record 6
45
Properties=species:S:1:pos:R:3 method="wB97M-V/def2-TZVPD" max_force_ev_per_a=5.1 relative_energy_kcal_mol=151.6 homo_energy_ev=-9.67
O -0.76846 -0.02740 -0.48341
H 0.08932 0.39835 -0.75405
O -2.82414 -0.79521 -1.32221
H -3.61601 1.97637 -0.63673
H 3.06083 -0.94656 -1.81841
O -1.48597 -2.67173 -0.36365
H -0.74065 -0.89275 -0.84675
H 4.10277 2.93878 2.14778
H -4.46349 0.95559 2.66954
H 4.39928 0.24849 0.37624
O -1.33997 3.85648 -1.22153
H 4.14952 -2.09563 -2.05213
H -2.13957 -0.68281 2.98488
H -3.73957 1.71241 1.54362
O 0.60577 -0.20171 1.39685
H -0.53350 -3.87184 2.14947
H 2.48471 -3.14386 0.26735
H -0.11463 -3.54637 0.74248
H -3.81590 2.56914 -2.10238
O 1.61911 -3.60122 -0.01178
H 0.22448 -0.29768 2.29176
H 2.86190 3.29063 1.23671
H 1.56095 -3.25454 -0.91694
O -3.27774 2.62608 -1.33389
O 3.76163 3.53122 1.37034
O -0.95347 -1.27122 -3.47504
H -0.82989 4.05125 -0.43162
H -1.51403 -2.58868 -1.27005
H 5.73625 0.26756 1.17576
H -2.05388 -1.72707 3.98606
H -1.62021 2.99579 -1.23695
H 1.90015 3.99590 0.03210
O -4.05767 1.78601 2.44411
H 2.58229 3.15936 -1.03662
O -0.89486 -3.75037 1.28285
H -2.35058 -2.49695 0.05997
H -0.92353 -0.58898 -4.22077
O -1.52114 -1.03491 3.55559
H 1.61247 -0.30572 1.65156
H -0.44737 -0.87876 -2.75106
O 1.99147 3.03787 -0.28641
H -2.61907 -1.33075 -2.11563
H -3.09336 0.03725 -1.61911
O 5.34012 0.20244 0.29602
O 3.65562 -1.63428 -1.35393

***

Record 7
60
Properties=species:S:1:pos:R:3 method="wB97M-V/def2-TZVPD" max_force_ev_per_a=2.6 relative_energy_kcal_mol=105.0 homo_energy_ev=-10.99
H 3.01129 2.98988 -0.02278
H 3.82208 4.04525 0.62085
O 2.66004 0.82370 0.77636
H -2.11488 0.37281 -1.14149
O -2.20890 3.52441 -0.37756
H -3.98652 -0.48223 1.18419
H 0.30054 1.40168 0.01602
H 4.04284 1.19870 3.85444
O -2.20340 -3.54617 -0.35550
H 3.10322 -2.41465 -2.46279
O -4.72082 3.27145 -1.58910
H -3.07622 3.83416 -0.53817
H -1.52040 4.14711 -0.16212
O 0.35259 -1.36785 -3.31192
O 0.95414 5.36964 0.60149
H 1.55859 4.63053 0.54866
H 1.47869 -1.59671 1.88731
O -5.86530 1.12721 -0.66213
H 1.95075 -3.98173 -1.22256
H 1.10372 -2.25903 -0.30051
H 2.02520 0.08668 0.63480
O 4.24610 -3.03602 -0.84101
H -1.86090 -2.71114 -0.64674
O 3.37725 -1.65683 -2.99227
O -0.08904 -4.30583 2.73044
O -2.75625 -0.32893 -1.22278
H 1.47081 -5.30480 -0.86896
H -5.02487 1.13180 -0.15069
O 1.47748 -1.64301 -0.94031
H 1.12383 -1.29957 -3.87793
H 3.05476 0.90759 1.64085
H 3.24965 -1.15701 -2.15997
H -0.65150 1.85649 -1.88976
H -0.98092 2.98033 -3.04178
H -1.61519 -3.89748 0.33074
O 3.33275 3.90044 -0.18354
H -5.22396 2.48727 -1.22159
H 0.08261 -3.82487 3.54153
H 4.41992 1.56446 2.48251
O 1.94168 -2.13623 2.54799
H -4.59627 3.93048 -0.91919
O -1.47446 0.10260 3.97758
H 0.36159 -0.11185 -0.03562
O -0.45876 2.25522 -2.72486
H 2.18430 -2.86938 1.98198
O 1.45666 -4.40919 -0.51162
H 0.00148 -0.45245 -3.14038
O -0.09375 0.64933 -0.43492
H -3.71400 -0.90331 2.57561
H 0.96233 -1.44664 -1.76568
H 4.02431 -3.91053 -0.49880
H -0.69744 0.64857 3.90018
H -0.77031 -4.91686 2.97761
O -3.72626 -0.09709 2.05072
H -2.19107 0.47438 3.43180
H -3.03305 -0.39815 -2.12790
O 3.68335 1.70222 3.07654
H -5.81190 0.45214 -1.32659
H 0.31475 5.43450 1.30176
H 3.65291 -2.39720 -0.34445

***

Record 8
45
Properties=species:S:1:pos:R:3 method="wB97M-V/def2-TZVPD" max_force_ev_per_a=3.1 relative_energy_kcal_mol=18.0 homo_energy_ev=-8.92 smiles="[H]/N=C(/N)NCCC[C@H](NC(=O)[C@@H](N)[C@@H](C)CC)C(=O)O"
C 1.85251 -0.36397 1.32738
H 1.57706 4.76162 -0.93348
H 1.67633 2.25383 1.82797
C 0.57303 3.96164 1.19291
H -1.38916 -5.66162 -1.24011
C -0.86646 -1.17116 -0.21109
C 0.41470 1.59456 0.16559
N -1.57830 -1.81048 -2.46928
H 1.37781 5.56147 2.42850
H 3.56223 7.31316 0.50692
N 2.96520 6.76276 1.13751
N 2.17766 5.53325 -0.68157
H -0.45497 -3.08918 1.27304
C -1.01793 -3.58709 -0.79107
H -0.45402 -4.78424 0.78377
H -2.62684 -2.12704 -0.73419
O 3.08263 -0.32656 1.47815
H -0.77519 -2.18839 -2.99745
N 1.50459 5.03472 1.55242
C 2.17118 5.71554 0.58679
H -0.52201 1.46801 0.68164
H -0.13938 3.85549 2.00712
C -3.34626 -4.79362 -1.22350
C -1.81730 -4.73825 -1.50498
H -1.64411 -4.57227 -2.61771
H 3.37394 6.57671 2.02301
H 0.64582 -1.15240 -1.52946
H 0.01714 -3.67822 -1.24745
H -3.81607 -3.84536 -1.55359
O 1.06323 -1.04241 2.16806
H -3.59419 -5.00408 -0.17893
N 0.35826 -0.78818 -0.59606
H 2.20751 2.80665 0.31835
H 0.15017 1.93923 -0.82247
H 0.13069 -0.97151 1.87612
C -1.56988 -2.18609 -1.06363
H -3.83017 -5.62635 -1.78511
C 1.18319 0.22873 0.04649
C -1.00761 -3.84474 0.70324
H 2.00472 0.50139 -0.60482
H -0.04047 4.29453 0.37131
H -1.59266 -0.81033 -2.61445
C 1.26825 2.63998 0.88711
H -1.96253 -3.78617 1.14664
O -1.29234 -0.85357 0.91036

***

Record 9
64
Properties=species:S:1:pos:R:3 method="wB97M-V/def2-TZVPD" max_force_ev_per_a=2.2 multiplicity=2 relative_energy_kcal_mol=6.9 total_charge=-1 homo_energy_ev="-3.29 / -3.21"
C 2.25967 6.18614 -6.20021
C 2.89316 4.37207 -7.93292
C -0.94343 -4.10547 1.55872
C 1.16868 1.42260 1.23591
C -1.58976 -6.07655 2.81678
Cl -1.86900 -8.51642 1.68888
H 2.03226 -0.26382 -2.78358
H 0.82344 -1.04316 -3.89346
H 2.93203 2.24534 -3.49043
H -1.37884 -4.09634 3.65777
H -1.64933 1.89506 2.07788
C 1.70481 -0.74165 1.86911
H 1.35218 0.73686 -5.61408
H 0.16992 4.34296 -8.28427
C 2.68581 3.14253 -7.05010
C -0.84479 -4.86900 0.39028
H 2.96404 0.31952 -4.97935
H 2.83673 -1.21640 -0.01477
H 1.48702 6.44136 -5.46011
O 0.22083 0.79668 -3.12870
C 1.97744 0.70201 -4.70775
C 1.28360 -0.09035 -3.59568
C -2.53392 -0.56087 -0.03591
C 2.00153 2.09714 -4.04826
C 1.01545 0.44272 2.29118
H 0.51760 6.09571 -8.38648
C -1.31142 -4.71062 2.76283
C 0.46995 5.23091 -7.71378
O 1.66867 3.78599 -6.20614
H 1.89309 2.91929 -4.75042
H 0.49384 0.59063 3.23282
H 2.41995 7.06522 -6.84234
C -1.40633 1.45544 -0.13082
C -0.67976 -2.63364 1.57029
C -1.80457 1.22237 1.24265
H -0.87311 2.31484 -0.52082
C -2.51117 -0.02449 1.28046
C -1.50273 -6.84161 1.63931
H 3.19854 5.96919 -5.67064
Cu -0.20756 -0.06982 0.70562
H -0.30007 5.42036 -6.95380
C 1.91552 0.81639 0.17483
C 0.75493 2.13614 -3.16550
O -0.31502 -2.10995 0.44214
C 2.23964 -0.50978 0.57146
H -1.71289 0.23621 -1.97652
O -0.83848 -2.02016 2.64884
C 1.79951 4.99451 -7.02497
H 1.84492 -1.63815 2.47231
H 3.57013 2.85653 -6.46304
H -0.55480 -4.38095 -0.53943
H 1.00233 2.49184 -2.14464
H -1.87722 -6.54670 3.75380
H 2.58685 4.21034 -8.96816
H -2.94047 -0.47068 2.17309
H 0.82994 2.45375 1.26524
H 3.89445 4.79815 -7.82719
H 2.24454 2.27972 -7.56564
H -3.02356 -1.48161 -0.35054
H 2.20313 1.29811 -0.75856
H -1.04811 -6.85078 -0.47381
C -1.12109 -6.24046 0.42459
C -1.85291 0.34092 -0.90304
H -0.02173 2.80387 -3.58375

***

Record 10
24
Properties=species:S:1:pos:R:3 method="wB97M-V/def2-TZVPD" max_force_ev_per_a=5.3 relative_energy_kcal_mol=59.5 homo_energy_ev=-9.94 smiles=O.O.O.O.O.O.O.S
H 2.51534 1.39995 -1.23719
H -3.86371 -4.19628 -1.56198
O -0.33746 -0.92819 -2.76753
S -4.19485 -2.94987 -1.80817
H -0.68174 -1.35303 -2.01322
H -0.93374 -0.33075 -3.11157
H 0.79592 1.72069 1.27583
O 4.30605 -0.08968 -2.42070
H -0.80294 -1.04018 0.99196
O 1.92246 4.59624 2.67056
H 0.23337 1.06763 3.87807
H 3.64227 -0.09471 -3.16723
H 1.55715 0.31350 -1.57471
O 0.27272 0.82153 4.84084
H -1.04719 -2.54327 0.68344
O 1.61132 1.28970 -1.40666
H 5.04833 -0.56635 -2.87368
O 0.55452 1.52794 2.12264
H -2.89644 -2.83272 -2.37682
H -0.58951 1.03297 5.27122
H 1.15609 3.97304 2.48370
H 1.10268 1.03488 2.63166
H 1.40979 5.48180 2.65312
O -0.77061 -1.70118 0.33312

***

Record 11
12
Properties=species:S:1:pos:R:3 method="wB97M-V/def2-TZVPD" max_force_ev_per_a=0.3 relative_energy_kcal_mol=14.2 homo_energy_ev=-7.68 smiles=Nc1nc(O)c[nH]1
N -0.53094 0.94423 -0.20692
C -0.69286 -0.27123 0.37823
H 2.85811 -1.23735 0.04223
H -2.65181 -0.00998 0.76407
H -2.18056 -1.60242 0.71279
O 2.57742 -0.58035 -0.60444
N -1.90230 -0.65955 0.95163
C 1.32054 -0.18028 -0.29572
C 0.79284 1.02350 -0.63439
H 1.21667 1.89306 -1.10754
H -1.22112 1.66300 -0.35267
N 0.41401 -0.98264 0.35272

***

Record 12
11
Properties=species:S:1:pos:R:3 method="wB97M-V/def2-TZVPD" max_force_ev_per_a=0.6 relative_energy_kcal_mol=85.5 homo_energy_ev=-8.38 smiles="[H]/N=N/C=C=CN"
C -0.61476 -0.70534 -0.47435
N -1.80561 -0.75035 0.17127
H -0.68499 -0.43985 -1.53051
C 0.59439 -1.08371 -0.01755
N 0.47100 1.54605 -0.01286
H 0.55676 2.56630 -0.09066
H -1.81965 -0.81721 1.17383
N 1.60129 1.09358 0.23069
H -2.60584 -0.33253 -0.26362
H 2.65085 -0.72288 0.52607
C 1.65656 -0.35406 0.28768